# 1
Density functional theory data (ωB97M-V/def2-TZVPD) for a 8-piece molecular cluster, C24H52NO10 overall at a distorted geometry.

Properties
Frontier orbital gap = 0.3633 hartree
Net charge = +1
LUMO energy = -1.733 eV

Each line ends with the Mulliken charge.
Element x y z (Å)
O1 17.331 -23.130 35.856  -0.37
O2 18.585 -23.880 32.590  -0.47
O3 21.814 -25.100 36.899  -0.41
O4 19.084 -21.987 38.111  -0.46
O5 22.804 -22.629 33.313  -0.48
O6 17.511 -25.775 31.858  -0.31
O7 20.442 -25.854 34.422  -0.37
O8 22.782 -18.473 35.893  -0.26
O9 22.531 -20.786 36.175  -0.53
O10 17.804 -22.965 39.734  -0.33
N1 20.206 -22.836 35.155  0.22
C1 23.187 -22.475 31.982  0.85
C2 22.468 -26.759 38.672  -1.22
C3 22.082 -17.097 34.039  -1.37
C4 16.168 -22.620 35.818  0.81
C5 22.975 -19.637 36.596  0.65
C6 24.363 -23.343 31.619  -1.32
C7 15.744 -21.901 34.559  -1.16
C8 22.298 -18.536 34.544  0.03
C9 22.675 -25.462 37.877  0.82
C10 20.034 -27.557 32.842  -0.43
C11 19.290 -24.825 30.536  -0.81
C12 17.479 -25.247 40.288  -1.56
C13 15.897 -27.146 32.883  -1.29
C14 20.184 -27.073 34.278  0.71
C15 16.767 -25.910 33.030  0.17
C16 23.898 -24.712 38.220  -1.17
C17 22.363 -21.688 31.028  -1.09
C18 17.766 -20.559 39.419  -1.01
C19 18.268 -24.279 39.446  -0.08
C20 15.222 -22.466 37.046  -1.04
C21 20.051 -28.010 35.351  -0.87
C22 18.292 -21.876 39.048  0.71
C23 23.695 -19.355 37.876  -0.98
C24 18.398 -24.728 31.701  0.63
H1 18.960 -28.253 35.231  0.28
H2 14.913 -22.325 34.072  0.40
H3 20.111 -26.586 32.314  -0.30
H4 20.827 -28.745 35.022  0.35
H5 14.091 -22.706 36.709  0.37
H6 24.997 -22.698 31.063  0.46
H7 17.812 -26.280 39.892  0.34
H8 15.230 -20.825 34.739  0.32
H9 24.970 -23.389 32.394  0.42
H10 19.062 -27.788 32.573  0.30
H11 23.135 -21.144 30.361  0.33
H12 22.736 -26.617 39.784  0.35
H13 20.895 -28.359 32.382  0.33
H14 17.308 -25.902 33.929  0.07
H15 21.593 -21.189 31.481  0.35
H16 15.536 -23.279 37.737  0.12
H17 17.969 -24.544 38.564  0.14
H18 24.971 -25.130 38.004  0.31
H19 17.700 -19.966 38.488  0.29
H20 24.138 -24.243 31.117  0.29
H21 16.651 -21.883 33.815  0.17
H22 23.775 -23.885 37.595  0.28
H23 19.826 -23.625 35.887  0.20
H24 23.179 -18.318 38.143  0.29
H25 23.641 -24.376 39.171  0.39
H26 19.245 -24.304 39.668  0.58
H27 15.611 -27.189 31.821  0.29
H28 20.476 -22.158 35.680  0.32
H29 19.664 -23.754 30.386  0.15
H30 16.494 -25.358 40.128  0.45
H31 20.885 -23.211 34.554  0.17
H32 20.308 -27.699 36.386  -0.05
H33 21.771 -22.382 30.213  0.20
H34 22.987 -27.517 38.400  0.45
H35 23.810 -20.085 38.687  0.32
H36 16.163 -25.018 33.135  0.34
H37 18.309 -20.341 40.384  0.33
H38 15.058 -27.264 33.568  0.39
H39 17.565 -25.312 41.387  0.36
H40 22.823 -19.177 33.893  0.30
H41 20.221 -25.528 30.583  0.22
H42 21.357 -16.441 34.751  0.24
H43 16.527 -27.964 33.265  0.26
H44 15.138 -21.494 37.434  0.33
H45 18.804 -25.101 29.659  0.41
H46 19.469 -22.617 34.660  0.19
H47 16.552 -20.718 39.654  0.25
H48 21.371 -26.926 38.732  0.20
H49 24.938 -19.155 37.529  0.26
H50 21.239 -18.890 34.508  0.15
H51 21.990 -16.977 32.967  0.39
H52 22.891 -16.587 34.220  0.48

=====

# 2
Density functional theory data (ωB97M-V/def2-TZVPD) for C41H58MoNO3 as an isolated structure at a distorted geometry.

Properties
Frontier orbital gap = 0.2154 hartree
Net charge = +1
LUMO energy = -4.437 eV

Each line ends with the Mulliken charge.
Element x y z (Å)
Mo1 -0.267 -1.391 -0.273  -0.21
O1 -1.981 -0.868 -0.327  -1.06
O2 1.529 -1.087 -0.487  -0.74
O3 -0.950 -0.617 2.448  0.26
N1 -0.117 0.647 -0.239  0.33
C1 -4.666 4.796 0.977  -2.29
C2 -2.065 -4.966 -0.545  -1.78
C3 -4.788 -1.341 0.741  -1.53
C4 -0.842 -0.411 3.858  -0.91
C5 5.903 -0.221 -0.930  -2.43
C6 3.281 4.211 -1.146  2.21
C7 3.797 1.737 -0.818  0.15
C8 -0.617 -4.669 -0.995  3.42
C9 2.676 -5.622 0.639  -0.86
C10 0.142 -6.697 0.357  -0.16
C11 4.400 -1.588 0.488  -1.24
C12 -4.605 -0.792 -1.700  -1.49
C13 -2.381 0.373 -0.085  0.40
C14 4.788 4.365 -1.360  -2.35
C15 -2.660 4.627 2.438  -1.63
C16 -2.896 3.020 0.562  -0.91
C17 2.557 4.698 -2.410  -1.62
C18 -3.712 0.786 -0.023  -1.18
C19 -1.574 2.596 0.440  -0.52
C20 -1.301 1.288 0.054  -0.09
C21 2.863 2.778 -0.868  -1.36
C22 0.421 -5.463 -0.213  -0.66
C23 1.126 -1.843 2.489  -1.35
C24 -0.393 -3.234 -0.760  -0.98
C25 -6.220 0.431 -0.255  -2.31
C26 1.117 1.171 -0.475  -0.76
C27 -3.176 4.448 1.002  2.14
C28 3.448 0.401 -0.695  -1.24
C29 2.384 -6.850 1.209  -0.51
C30 1.703 -4.942 -0.069  0.17
C31 -3.928 2.124 0.289  0.07
C32 -4.831 -0.209 -0.297  2.42
C33 2.078 0.110 -0.564  0.98
C34 2.888 5.083 0.053  -1.34
C35 1.115 -7.382 1.065  -0.84
C36 -2.458 5.427 0.065  -1.43
C37 -0.494 -5.010 -2.495  -1.70
C38 4.466 -0.726 -0.779  2.52
C39 1.521 2.488 -0.675  -0.39
C40 -0.044 -1.265 1.767  1.44
C41 4.135 -1.599 -1.999  -1.53
H1 5.012 5.408 -1.572  0.46
H2 5.154 -2.368 0.421  0.54
H3 -5.069 4.709 -0.030  0.42
H4 1.940 -3.990 -0.527  0.51
H5 -3.661 -1.339 -1.745  0.17
H6 -5.599 -2.041 0.548  0.47
H7 -2.386 -5.950 -0.874  0.50
H8 -3.844 -1.886 0.692  0.18
H9 -1.704 0.190 4.142  0.27
H10 -1.590 4.446 2.511  0.31
H11 -4.580 0.004 -2.442  0.34
H12 -5.407 -1.480 -1.953  0.46
H13 -4.909 -0.942 1.746  0.30
H14 3.147 6.121 -0.141  0.47
H15 -1.239 -4.461 -3.073  0.40
H16 -4.942 2.470 0.347  0.83
H17 -0.834 -7.142 0.256  0.37
H18 6.026 0.359 -1.841  0.48
H19 3.424 -2.057 0.589  0.00
H20 -3.174 3.942 3.109  0.37
H21 -1.377 5.338 0.128  0.19
H22 3.139 -2.037 -1.916  0.18
H23 5.342 4.083 -0.468  0.41
H24 1.822 5.033 0.254  0.11
H25 -6.309 1.231 -0.986  0.43
H26 2.889 5.702 -2.661  0.46
H27 -2.761 5.250 -0.964  0.35
H28 -2.853 5.641 2.776  0.45
H29 0.873 -8.338 1.503  0.40
H30 3.139 -7.388 1.761  0.42
H31 6.202 0.380 -0.075  0.45
H32 -6.445 0.824 0.732  0.44
H33 1.651 -2.540 1.837  -0.17
H34 0.820 -2.377 3.393  0.66
H35 1.479 4.723 -2.273  0.29
H36 -1.088 -2.599 -1.451  0.17
H37 3.425 4.757 0.942  0.35
H38 0.498 -4.761 -2.866  0.39
H39 -0.759 3.262 0.670  1.09
H40 4.186 -1.008 -2.911  0.35
H41 4.608 -0.988 1.370  0.26
H42 -0.865 -1.361 4.396  0.35
H43 4.836 1.989 -0.923  0.81
H44 5.132 3.771 -2.203  0.45
H45 0.078 0.126 4.098  0.37
H46 -4.792 5.825 1.303  0.46
H47 2.780 4.043 -3.249  0.37
H48 -6.965 -0.323 -0.494  0.45
H49 1.810 -1.046 2.799  0.45
H50 6.570 -1.078 -0.987  0.44
H51 -5.236 4.163 1.652  0.44
H52 -0.658 -6.074 -2.636  0.45
H53 -2.725 6.447 0.332  0.50
H54 3.663 -5.194 0.743  0.46
H55 -2.748 -4.234 -0.980  0.33
H56 4.861 -2.406 -2.075  0.47
H57 0.768 3.255 -0.733  1.11
H58 -2.134 -4.903 0.539  0.47

=====

It is found that the ΔE to the lowest compared entry with this formula, charge and spin values, taken in the order of the records, are 0.000, 0.134 eV.